# 1
Here is a molecular structure, C44H99B2N9O26V in a non-equilibrium geometry from the OMol25 dataset. Energies are from wB97M-V/def2-TZVPD.

Structure (XYZ):
```
181
Properties=species:S:1:pos:R:3:forces:R:3
O 0.80371 -0.97388 0.46540 1.580 -1.576 0.452
V -0.23428 0.09882 0.14241 -0.560 1.842 0.037
O -2.80381 7.44127 5.37676 0.284 0.941 0.066
C -2.98388 6.31692 5.69773 -0.205 -0.916 1.038
O -3.21695 5.31475 4.89153 0.237 -1.681 -1.291
B -3.46936 4.02625 5.64276 0.450 0.364 -1.374
O -3.48011 4.42384 6.96618 0.623 0.042 2.270
C -3.07552 5.68734 7.14259 -0.226 0.432 -0.629
O -2.89382 6.22559 8.18144 0.117 0.141 0.344
O -2.48976 2.87300 5.30505 -0.111 0.270 -0.298
C -3.13487 1.93196 4.66184 0.024 -0.578 -0.948
O -2.69244 0.95875 4.06341 -0.236 1.206 1.092
C -4.64234 2.31593 4.62493 0.085 0.729 0.126
O -4.72946 3.47619 5.24989 -1.485 -0.790 -0.750
O -5.53817 1.73541 4.06675 0.470 -0.032 0.375
O 4.22884 1.90649 -6.15944 0.606 -0.085 -0.264
C 4.21067 2.72081 -5.29251 -1.198 0.314 0.418
O 3.15809 3.50270 -5.03032 -0.596 0.565 -0.151
B 3.24415 4.05105 -3.67362 -0.146 0.019 0.140
O 4.58203 3.80160 -3.24836 2.230 -1.637 -0.812
C 5.18201 2.93947 -4.13013 1.444 -1.170 1.595
O 6.19644 2.28564 -3.94454 -1.803 1.695 -0.262
O 2.26811 3.27074 -2.80130 -0.003 0.928 0.016
C 1.65792 4.10879 -2.00216 -1.025 -1.115 0.513
O 0.89300 3.72083 -1.12473 0.587 0.989 -0.579
C 1.96566 5.57635 -2.42599 1.832 -2.647 -1.885
O 2.94974 5.44224 -3.37782 -1.654 0.824 0.535
O 1.40932 6.53717 -2.07046 -0.631 1.619 0.621
C 2.25527 -0.23387 -3.45626 1.163 -1.084 -0.328
C 2.07765 -0.00223 -1.98299 -0.115 -0.595 0.551
C 3.28113 0.69471 -1.47206 0.916 1.472 -0.991
O 3.11054 1.12180 -0.15687 0.410 0.749 1.088
C 4.27666 1.84383 0.27083 0.712 0.214 -0.722
N 0.85673 0.75864 -1.63176 -0.660 -0.797 0.005
H 2.04450 0.60405 -4.05614 -0.418 1.346 -0.581
H 1.65751 -1.05574 -3.79068 -0.607 -0.514 -0.299
H 3.29259 -0.51686 -3.74885 -0.421 0.139 0.603
H 1.99813 -0.99646 -1.48573 0.038 0.694 -0.206
H 3.54855 1.59609 -2.14345 -0.355 -1.424 0.983
H 4.08190 -0.02685 -1.53211 0.549 -0.125 -0.046
H 4.41262 2.80206 -0.31836 -0.305 -0.918 0.605
H 5.17235 1.21848 0.07705 -0.364 0.314 0.103
H 4.27574 2.05210 1.34932 -0.504 -0.092 -0.355
H 0.21810 0.58593 -2.39187 -0.568 0.031 -0.517
H 0.98042 1.75962 -1.65831 0.480 0.464 0.027
C -1.58599 -2.66488 1.99063 1.324 0.194 1.057
C -1.29580 -1.35509 2.76470 0.248 -1.273 -1.297
C 0.13038 -1.38450 3.24586 2.428 -1.060 0.783
O 0.60740 -0.07634 3.52352 0.076 0.536 -0.091
C 2.01032 -0.01862 3.85131 -0.627 -1.926 -0.572
N -1.52652 -0.25976 1.82897 0.565 0.651 -0.182
H -1.35110 -3.46375 2.69328 0.024 -0.387 -0.230
H -0.87726 -2.68224 1.16397 0.050 -0.291 -0.032
H -2.56808 -2.84290 1.59993 -0.779 0.388 0.039
H -1.96573 -1.22609 3.59536 -0.290 0.048 0.428
H 0.91090 -1.89058 2.59026 -1.308 0.515 0.127
H 0.21114 -2.02068 4.16426 -0.343 0.515 -0.302
H 2.23699 0.94531 4.26064 0.052 0.419 0.001
H 2.64978 -0.34310 2.99248 -0.479 0.609 0.354
H 2.19309 -0.78779 4.60391 0.175 0.047 0.290
H -2.49713 -0.41635 1.56925 -0.470 0.940 -0.061
H -1.43392 0.58421 2.41018 -0.690 -0.168 -0.430
C -6.25510 -1.23730 2.15477 2.963 -0.174 0.377
C -5.93787 -0.13578 1.18871 0.265 1.128 0.677
C -7.03948 0.93899 1.32763 -0.607 -1.814 -0.920
O -6.66753 1.95415 0.47901 0.313 1.605 -0.987
C -7.58431 3.04449 0.35742 0.962 -0.082 0.321
N -4.55981 0.38154 1.51400 -1.202 0.612 -0.544
H -5.59605 -2.10558 1.98709 -0.004 0.303 0.169
H -7.20564 -1.60075 2.05369 -2.657 -0.720 -0.144
H -6.07479 -0.86361 3.17995 -0.252 -0.240 -0.389
H -5.91415 -0.39245 0.13719 -0.138 -0.543 -0.270
H -7.10021 1.28425 2.33770 -0.221 0.182 0.857
H -8.03825 0.47286 0.99340 1.142 0.527 0.536
H -8.28669 3.03688 1.19978 -0.029 0.202 -0.413
H -8.02205 3.01041 -0.62092 -0.949 -0.375 -0.374
H -7.01971 3.98136 0.31070 0.078 -0.080 0.572
H -4.55311 1.34937 1.13363 0.181 -0.694 0.291
H -4.57637 0.52352 2.51954 0.277 0.108 0.191
C 2.78767 -4.25982 -3.54731 -1.743 -0.236 0.992
C 2.67857 -3.78038 -4.95629 0.552 0.621 -1.638
C 3.13546 -4.79330 -6.06288 1.268 2.948 0.576
O 2.51986 -5.97705 -5.93088 -1.770 -2.261 -0.666
C 2.53391 -6.68612 -7.17352 0.375 -0.718 0.073
N 1.30155 -3.25239 -5.23407 0.536 -0.100 0.054
H 3.74851 -4.67035 -3.24842 0.074 0.143 -0.099
H 2.00089 -5.00798 -3.37546 0.380 -0.328 -0.078
H 2.43518 -3.45294 -2.87250 0.709 -0.133 -0.230
H 3.39987 -2.93439 -5.04555 -0.635 -0.263 -0.199
H 4.23164 -4.93431 -5.99815 -0.059 0.194 -0.049
H 2.93044 -4.29313 -7.04212 0.052 -0.328 0.414
H 2.08370 -7.69828 -7.01581 0.431 0.898 -0.002
H 3.62418 -6.81171 -7.47517 -1.343 0.126 -0.078
H 1.91896 -6.15488 -7.95188 0.772 -0.321 0.594
H 0.67264 -4.01062 -5.47302 0.052 -0.451 0.394
H 1.31844 -2.73937 -6.10819 0.281 0.306 0.017
C -0.22462 2.39119 -6.73785 0.174 1.709 -0.600
C -0.31274 2.19685 -5.24418 -0.635 0.079 0.232
C -1.42224 3.20293 -4.78080 1.714 -1.238 2.578
O -1.39992 3.23247 -3.29446 -0.725 1.501 -0.628
C -1.95013 4.50288 -2.72381 -0.081 -2.358 -1.185
N -0.54281 0.79816 -4.80943 -0.538 -0.895 -0.742
H -1.16995 2.27166 -7.32016 0.600 -0.455 0.587
H 0.60534 1.78974 -7.12548 -0.278 0.286 -0.318
H -0.00991 3.50591 -6.83549 0.251 -1.400 -0.412
H 0.67173 2.48907 -4.81877 -0.704 0.058 -0.068
H -2.41893 2.89481 -5.09230 -0.067 0.186 -0.345
H -1.08047 4.16879 -5.15134 -0.520 0.158 -0.060
H -1.49825 5.33729 -3.20085 0.860 0.809 -0.070
H -1.78919 4.43001 -1.66390 0.277 0.243 0.357
H -3.01324 4.60183 -2.93239 -0.309 -0.313 0.025
H -1.42920 0.45671 -5.21808 0.212 0.513 0.360
H 0.11358 0.13969 -5.28395 -0.172 1.003 0.569
C 1.29878 3.32179 2.89858 0.590 0.612 0.507
C 0.04030 2.71314 2.28055 1.001 -0.275 0.171
C -0.91064 3.77408 1.90446 0.038 1.235 0.584
O -2.09864 3.20163 1.45344 -1.905 0.985 -0.722
C -3.10853 4.25109 1.30307 0.120 -0.015 -0.174
N 0.49705 1.93050 1.10103 0.038 -1.438 0.391
H 2.01543 2.51246 3.10396 -0.254 0.404 0.128
H 1.14630 3.93062 3.82477 -0.147 -0.734 -0.642
H 1.81426 4.00556 2.19073 -0.445 -0.360 0.116
H -0.49273 2.07174 2.97024 0.315 -0.298 0.367
H -0.47926 4.41757 1.12528 -0.047 0.204 0.145
H -1.12513 4.35728 2.83847 0.227 -0.138 -0.755
H -3.23135 4.79560 2.25603 -0.027 -0.301 -0.355
H -4.04095 3.82368 0.95665 -0.259 -0.658 0.489
H -2.93601 4.98424 0.48904 0.878 -0.269 0.435
H 0.65285 2.56543 0.34259 0.173 0.645 -0.638
H 1.43649 1.56094 1.30415 -0.351 0.108 -0.091
C -0.65751 -6.08654 4.68426 -1.742 0.291 0.213
C 0.71308 -5.43512 4.63530 0.527 0.354 -0.449
C 0.93619 -4.30909 5.67879 0.470 -0.955 0.354
O 2.22732 -3.75086 5.44108 -0.264 0.982 -0.415
C 2.81708 -3.05163 6.55176 0.948 -1.403 -0.721
N 1.69773 -6.51719 4.92990 -0.704 -0.402 -0.438
H -0.91292 -6.54950 5.67346 0.400 0.578 -0.681
H -0.73238 -6.89351 3.95512 0.330 -0.138 -0.052
H -1.52665 -5.42944 4.37595 1.082 -0.277 0.602
H 0.86185 -4.95857 3.62164 -0.063 -0.541 0.729
H 1.02910 -4.87292 6.61762 -0.526 0.330 0.241
H 0.11918 -3.54625 5.72275 0.589 -0.477 -0.117
H 3.70241 -2.47722 6.20200 -0.696 -0.374 -0.078
H 3.19738 -3.84819 7.21363 -0.176 0.525 0.297
H 2.15059 -2.38341 7.06196 -0.573 0.280 0.237
H 1.37108 -7.42300 4.56434 -0.154 0.654 0.318
H 2.56610 -6.39917 4.44594 0.562 0.571 -0.057
C 2.37952 -3.77667 0.70219 0.338 -0.495 -0.584
C 3.78712 -3.32688 1.19756 -0.536 -1.867 -2.304
C 4.31328 -2.35285 0.15161 0.251 1.006 1.487
O 5.45915 -1.66976 0.62717 0.867 0.136 -0.699
C 6.35065 -1.27663 -0.43299 0.332 0.617 1.394
N 3.69639 -2.84197 2.52124 -0.052 2.083 0.044
H 1.61858 -2.99807 0.57518 0.790 0.342 -0.065
H 1.90649 -4.41920 1.40615 -0.125 -0.790 0.966
H 2.40803 -4.38239 -0.21776 0.245 0.319 0.046
H 4.51983 -4.14550 1.21121 -0.362 -0.556 -0.465
H 3.56013 -1.59908 0.11516 -0.964 0.693 -0.828
H 4.60104 -2.75334 -0.81001 -0.689 -0.731 -0.291
H 7.11156 -0.74103 0.12050 0.375 0.270 -0.106
H 5.97126 -0.55824 -1.18769 -0.250 -0.694 0.339
H 6.86458 -2.12318 -0.87525 -0.288 -0.348 -0.371
H 3.68894 -3.60208 3.15628 -0.204 -0.690 0.794
H 4.56073 -2.34960 2.64941 0.449 0.468 0.670
C -3.94797 1.11239 -2.07261 1.524 0.072 1.262
C -2.86755 0.41515 -1.19956 -1.885 -0.344 -1.320
C -2.25966 -0.68577 -2.02777 0.386 0.765 1.136
O -1.18823 -1.21556 -1.24955 -0.231 -0.239 0.041
C -0.80666 -2.49005 -1.76989 -0.145 0.021 1.317
N -1.87485 1.30389 -0.69090 0.445 -0.221 0.624
H -3.44579 1.84401 -2.65723 0.458 0.560 -0.931
H -4.57964 1.65207 -1.42661 -1.123 0.651 0.845
H -4.53410 0.47733 -2.67979 -0.529 -0.903 -0.612
H -3.36099 -0.03978 -0.33830 0.054 -0.126 -0.093
H -1.85168 -0.42954 -2.99228 -0.041 0.502 -0.473
H -3.05263 -1.38351 -2.12184 -0.535 -1.194 -0.339
H -1.61271 -3.18831 -1.48382 0.335 0.037 -0.805
H 0.08329 -2.78770 -1.25913 0.615 -0.205 0.495
H -0.53507 -2.37370 -2.79975 -0.344 -0.316 -0.856
H -2.17011 1.85644 0.10386 -0.367 0.263 0.354
H -1.60389 1.94988 -1.38972 0.541 0.958 -1.114
```
Positions in Å, forces in eV/Å.

The calculation puts the total energy at -5179.04617 hartree. The calculation puts the energy relative to the best compared isomer or geometry (same formula, charge and spin) at 0.8454 eV. As for the expectation value of S²: 0.76. The multiplicity is 2.

---

# 2
Here is 2 unconnected molecules or ions with the total composition C10H15F3N2O2 in a non-equilibrium geometry from the OMol25 dataset. Energies are from wB97M-V/def2-TZVPD.

Structure (XYZ):
```
32
Properties=species:S:1:pos:R:3:forces:R:3
C -0.47235 -3.12653 2.09884 0.570 0.239 -1.276
C -1.58606 -2.10295 1.66743 0.461 -0.895 0.916
O -1.42340 -0.93339 2.51679 0.555 -0.721 -0.739
C -1.54854 -1.72183 0.11709 -1.044 1.107 0.585
C -0.49076 -0.61998 -0.13917 0.699 0.381 -0.494
C -0.84132 0.80293 0.11827 2.495 -0.580 -0.669
N -2.15601 1.21584 0.55650 1.145 -0.064 -0.837
C 0.18440 1.81861 -0.11106 -1.253 -1.127 0.566
N 1.44726 1.47093 -0.53128 -1.221 -1.304 0.115
C 1.79447 0.17663 -0.79275 -0.835 -1.724 0.000
C 0.85969 -0.95174 -0.63393 -0.511 3.438 0.625
C 1.42535 -2.33636 -1.01204 1.807 0.474 0.126
F 2.66944 -2.45675 -0.37788 -1.532 -0.018 -0.701
F 0.70976 -3.41994 -0.63393 0.626 1.318 -1.027
F 1.73497 -2.35458 -2.36339 -0.941 -0.446 1.815
H 0.53373 -2.70053 1.78625 -0.977 -0.401 0.425
H -0.41605 -3.29861 3.20259 -0.438 0.053 -0.992
H -0.56736 -4.08152 1.50342 0.007 0.868 0.945
H -2.57689 -2.55977 1.94536 0.818 0.644 -0.588
H -0.47574 -0.96120 2.75574 -0.705 0.319 0.035
H -1.50087 -2.60594 -0.56208 0.362 0.712 0.737
H -2.55432 -1.23930 -0.07824 1.147 -0.370 0.168
H -2.39147 2.03704 -0.01189 -0.091 -0.207 0.521
H -2.14064 1.47680 1.54500 -0.075 -0.248 -0.354
H -0.04917 2.91543 0.06814 0.743 -0.630 -0.682
H 2.15101 2.21049 -0.65925 -0.575 -0.086 -0.044
H 2.84452 -0.01252 -1.13949 -1.237 0.335 0.404
C 0.95225 4.67854 -2.13535 0.181 -0.169 -0.659
O 0.42478 4.89292 -0.92039 -0.141 -0.834 0.623
H 1.01236 5.55219 -2.81899 -0.094 0.288 0.151
H 2.00930 4.30407 -2.17242 0.376 -0.103 0.278
H 0.43765 3.93101 -2.78791 -0.323 -0.249 0.028
```
Positions in Å, forces in eV/Å.

The calculation puts the total energy at -949.47714 hartree.